95
Properties=species:S:1:pos:R:3 method="wB97M-V/def2-TZVPD" total_energy_ev=-155917.7954 smiles="COP(=O)(OC)OC.COP(=O)(OC)OC.COP(=O)(OC)OC.COP(=O)(OC)OC.COP(=O)(OC)OC.ClCCl.ClCCl"
C 30.30488 25.46136 14.88140
O 28.90678 25.56388 15.04701
P 28.28407 26.94393 15.57701
O 29.18549 28.10733 15.44139
O 26.89117 27.05056 14.82299
C 25.89981 26.03820 15.05321
O 27.85137 26.54773 17.07578
C 27.45451 27.58071 17.96787
H 30.60197 24.40923 14.82767
H 30.83979 25.84139 15.75387
H 30.68600 25.88952 13.95391
H 26.17842 25.21580 15.71192
H 25.65738 25.61228 14.08307
H 25.03814 26.50565 15.52735
H 27.60670 28.55705 17.49590
H 28.13800 27.61308 18.81999
H 26.43345 27.50618 18.33585
C 20.43932 30.41427 20.38035
O 19.40003 31.06817 19.69005
P 19.15124 32.62368 19.79164
O 20.22572 33.46480 19.20501
O 18.86749 32.91066 21.34828
C 19.90129 33.17098 22.29704
O 17.70752 32.85454 19.19470
C 17.50270 32.66620 17.77594
H 21.09458 29.83898 19.72220
H 20.23819 29.58429 21.06902
H 21.04001 31.12176 20.95050
H 20.04108 32.20983 22.80480
H 19.59249 33.83859 23.10281
H 20.83538 33.54525 21.88495
H 18.33492 32.16322 17.28967
H 17.45524 33.67358 17.35819
H 16.53076 32.19859 17.66225
C 18.38706 27.02398 19.21060
O 18.86657 26.02688 18.29041
P 17.72858 25.35675 17.39344
O 16.74921 24.48052 18.03925
O 18.69243 24.76466 16.23654
C 18.04089 24.26619 15.07968
O 17.06770 26.57036 16.59724
C 15.72251 26.57012 16.13251
H 18.86673 27.97822 18.99123
H 18.67522 26.72773 20.21602
H 17.31324 27.19908 19.15645
H 17.09503 23.77034 15.29642
H 18.61696 23.46454 14.59936
H 18.08648 25.03962 14.31057
H 15.08138 26.14092 16.90012
H 15.62084 25.94712 15.23519
H 15.48003 27.56052 15.75514
C 22.06171 20.04445 18.43448
O 20.64182 19.99728 18.47280
P 19.73058 20.86980 19.48710
O 19.03549 20.16588 20.56318
O 20.80043 21.96032 19.99396
C 21.02234 23.19675 19.29304
O 18.81505 21.63784 18.42891
C 17.40579 21.31305 18.39815
H 22.45508 19.03896 18.25787
H 22.50463 20.24886 19.40880
H 22.34598 20.67925 17.60198
H 20.63673 23.06322 18.28569
H 22.10050 23.37416 19.25492
H 20.60801 24.02364 19.86777
H 16.87483 21.90762 19.13741
H 17.22829 20.26442 18.62647
H 17.05233 21.57101 17.40576
C 25.68686 35.05749 22.28033
O 25.75672 33.63452 22.22433
P 24.53871 32.83414 21.57932
O 23.22273 33.08508 22.17706
O 24.65965 33.14574 19.99789
C 23.47343 33.25152 19.24085
O 25.00616 31.32137 21.67303
C 26.13612 30.80325 20.92242
H 24.77361 35.34780 22.80820
H 25.77244 35.57017 21.32521
H 26.48110 35.36992 22.95911
H 23.41884 33.95025 18.40727
H 22.55319 33.43349 19.80456
H 23.21529 32.27497 18.79872
H 26.48911 30.02168 21.59092
H 26.91278 31.53818 20.71739
H 25.67390 30.46628 19.99553
Cl 24.09255 28.23314 20.00161
C 22.96290 26.92607 20.41062
Cl 21.46531 27.16999 19.55196
H 23.34762 25.93124 20.21095
H 22.81548 27.03378 21.48164
Cl 20.77370 27.87061 23.57751
C 22.09999 28.78662 24.29140
Cl 22.47074 30.24596 23.37262
H 21.82270 29.04106 25.30815
H 22.92234 28.07838 24.29191

15
Properties=species:S:1:pos:R:3 method="wB97M-V/def2-TZVPD" total_energy_ev=-80905.5638 smiles="O=[N+]([O-])C1=C(Br)CCC1"
O -3.84943 0.26342 1.49914
N -2.69587 0.26996 1.80877
O -2.31477 0.23034 2.97785
C -1.72259 0.27021 0.87324
C -1.80176 0.64181 -0.48016
Br -3.40935 1.18594 -1.37433
C -0.38271 0.55839 -1.08725
C 0.35087 -0.42506 -0.08238
C -0.31651 -0.07130 1.25461
H -0.34224 0.40456 -2.12052
H -0.03305 1.51474 -0.85823
H 1.33232 -0.37296 -0.11255
H -0.02324 -1.49549 -0.29491
H 0.20333 0.83059 1.78488
H -0.33141 -0.80374 2.06814

41
Properties=species:S:1:pos:R:3 method="wB97M-V/def2-TZVPD" total_energy_ev=-36847.7376
O -0.83718 1.64546 2.51623
C -2.01341 1.53022 1.72059
C -1.76929 0.55501 0.56892
C -1.59253 1.15559 -0.84414
C -1.06228 2.58464 -0.91194
C 0.24694 2.78914 -0.20650
C 1.30576 1.83923 -0.35521
C 2.49868 2.00895 0.27445
C 2.68910 3.14704 1.09655
N 3.79003 3.44228 1.79025
S 3.48491 4.81235 2.56761
N 1.98301 5.09904 2.07019
C 1.65446 4.09787 1.25322
C 0.42394 3.89112 0.57497
H -0.57999 2.56519 2.60649
H -2.37794 2.49686 1.38432
H -2.79155 1.11412 2.35830
H -2.61865 -0.12348 0.52841
H -0.91930 -0.06146 0.83619
H -0.91004 0.51120 -1.39403
H -2.53817 1.09028 -1.37195
H -1.80588 3.28505 -0.55099
H -0.91176 2.81901 -1.96720
H 1.13233 0.97580 -0.97559
H 3.29466 1.29199 0.15730
H -0.35816 4.62490 0.69829
C -0.06764 -4.72145 -3.20893
C -1.17702 -4.42347 -2.22331
O -0.76428 -4.67494 -0.87244
C -0.03180 -3.71479 -0.31194
O 0.27778 -2.66823 -0.82077
O 0.28580 -4.10177 0.92199
C 1.09173 -3.16701 1.64550
H 0.30327 -5.73729 -3.06808
H -0.43305 -4.61989 -4.23069
H 0.76958 -4.03766 -3.07329
H -2.02333 -5.08690 -2.39112
H -1.53072 -3.39707 -2.31660
H 0.63484 -2.17991 1.65229
H 2.08857 -3.11432 1.21058
H 1.15861 -3.54272 2.66205

16
Properties=species:S:1:pos:R:3 method="wB97M-V/def2-TZVPD" total_charge=-1 total_energy_ev=-22633.9158
C 2.87083 -0.87143 0.83609
C 2.85392 -0.16949 -0.36092
C 1.64267 -0.96686 1.46104
C 0.62599 0.28539 -0.25052
C -3.42086 1.07698 -0.95732
N 1.80227 0.35118 -0.91914
N 0.54534 -0.32810 0.95287
N -2.59206 -1.27623 0.43962
O -0.39659 0.82504 -0.79941
S -2.34663 0.14780 0.38279
H 3.81622 -1.56927 1.12706
H 3.78499 0.15912 -0.83584
H 1.54415 -1.59010 2.33334
H -2.80190 1.28228 -1.82078
H -3.58400 2.03396 -0.49118
H -4.34434 0.60976 -1.09772

18
Properties=species:S:1:pos:R:3 method="wB97M-V/def2-TZVPD" total_charge=+1 total_energy_ev=-13320.9246
C 2.80891 0.31788 0.05307
C 2.28941 -0.69884 0.83069
C 2.03952 1.23560 -0.58209
C 0.96121 -0.88918 0.86264
C 0.67491 1.03945 -0.54283
C 0.09874 0.04210 0.23623
C -2.50883 -1.09312 -0.84693
N -1.22124 -0.03670 0.53814
N -3.06799 1.26424 0.88081
N -2.07023 0.76278 0.78326
N -3.56002 -0.58775 -0.82185
H 3.86667 0.45412 -0.04286
H 2.96337 -1.39678 1.42281
H 2.43786 1.81051 -1.36189
H 0.51195 -1.63390 1.56123
H 0.06366 1.87638 -0.88040
H -1.81222 -1.74770 -1.27171
H -4.47567 -0.71912 -0.81833

10
Properties=species:S:1:pos:R:3 method="wB97M-V/def2-TZVPD" total_charge=-1 total_energy_ev=-18580.8212 smiles="O=C(O)[PH2]([O-])O"
O -0.49917 -1.63524 1.45809
C -0.28700 -1.15712 0.37360
O -0.70611 -1.85534 -0.75450
P 0.31697 0.80096 -0.35476
O 0.67418 0.39541 -1.66330
O 1.30284 0.76039 0.89725
H -0.62705 -1.09717 -1.33979
H -0.91031 0.97438 0.42222
H 0.14741 2.15368 -0.69968
H 0.58823 0.66004 1.66088

18
Properties=species:S:1:pos:R:3 method="wB97M-V/def2-TZVPD" spin_multiplicity=2 total_charge=+1 total_energy_ev=-16149.4418 s_squared=0.99
O -1.78523 1.17170 -0.36866
C -2.59267 0.12550 -0.26535
C -2.41220 -0.90571 0.66915
H -3.39818 0.04478 -1.01254
H -3.06837 -0.68578 1.52757
H -2.27065 -1.89174 1.11488
O 1.88325 1.58906 0.10216
C 2.58121 0.47834 0.55978
C 1.92432 -0.82280 0.10476
O 0.51652 -0.68406 0.36530
C -0.29765 -1.76113 0.05915
Tl 0.02006 1.27698 0.08765
H 2.64184 0.46318 1.66820
H 3.62461 0.45659 0.18952
H 2.30774 -1.69613 0.65153
H 2.05170 -0.97276 -0.97952
H -0.77432 -1.74732 -0.92470
H -0.00234 -2.67091 0.58856

14
Properties=species:S:1:pos:R:3 method="wB97M-V/def2-TZVPD" total_energy_ev=-11419.2130
C -1.59625 -0.39184 0.24059
C -0.20583 0.00968 -0.15895
C 0.69453 1.77140 -1.06489
C 1.62775 1.02876 -0.40881
C 1.05666 -0.30476 0.03160
H -1.41713 -2.36467 1.53013
H -2.20649 -0.53684 -0.63398
H -2.37407 0.18876 1.03138
H 0.70639 2.81506 -1.36187
H 2.75806 1.32805 -0.72688
H 2.05708 -1.73974 0.68865
O -1.95971 -1.76853 0.56190
O -0.49401 1.21838 -0.71779
O 1.35303 -1.25370 0.98893

90
Properties=species:S:1:pos:R:3 method="wB97M-V/def2-TZVPD" spin_multiplicity=7 total_charge=-2 total_energy_ev=-145684.6699 s_squared=12.69
Tb 0.09967 0.78368 -1.03537
O 0.69296 6.58166 -5.50632
C 0.62882 5.64305 -4.73452
S -0.66231 5.40324 -3.56503
C -0.08276 3.89112 -2.85683
C 1.06870 3.40220 -3.35156
S 1.93389 1.97096 -2.86357
S 1.81763 4.34958 -4.64431
S -1.07618 3.23075 -1.58281
C 1.46501 -2.79080 -3.39926
N 1.76923 -3.39364 -2.11960
C 2.95746 -3.20875 -1.42281
C 2.78411 -3.75892 -0.20876
N 1.50585 -4.28166 -0.14293
B 0.81634 -4.81196 1.12741
N -0.34867 -3.85164 1.63556
C -1.40431 -4.40854 2.32142
C -2.20629 -3.42188 2.76604
N -1.63495 -2.23903 2.33854
C -2.06060 -0.92167 2.75773
C -0.48307 -2.51187 1.65297
S 0.61102 -1.29503 1.13024
C 0.86470 -4.03934 -1.31935
S -0.69970 -4.50664 -1.75727
H 2.18461 -3.11214 -4.15388
H 1.50202 -1.70694 -3.33866
H 0.46331 -3.09176 -3.68751
H 3.79546 -2.68492 -1.85315
H 3.46043 -3.81456 0.62716
H 0.28492 -5.87406 0.89522
H 1.64018 -4.88764 2.02355
H -1.49762 -5.47722 2.41956
H -3.12858 -3.44757 3.32170
H -3.05555 -1.00177 3.19262
H -2.08374 -0.23406 1.92417
H -1.36957 -0.51975 3.50202
N -0.90513 -0.52745 -2.51093
C -1.83573 -1.19662 -3.01684
C -3.15085 -1.43598 -2.31262
C -3.15198 -1.73180 -0.95172
C -4.34737 -1.87140 -0.26290
C -5.55832 -1.67639 -0.91874
C -5.56503 -1.37320 -2.27352
C -4.36729 -1.27789 -2.97042
C -1.69323 -1.79254 -4.39489
C -0.91352 -1.12241 -5.33533
C -0.72022 -1.65842 -6.59999
C -1.28914 -2.88394 -6.93321
C -2.06049 -3.56113 -5.99816
C -2.27022 -3.01259 -4.73880
H -2.19623 -1.88196 -0.46140
H -4.33803 -2.13369 0.78958
H -6.49271 -1.76718 -0.37482
H -6.50692 -1.20600 -2.78382
H -4.36568 -1.06269 -4.03342
H -0.46069 -0.18031 -5.04359
H -0.12402 -1.12220 -7.32959
H -1.12597 -3.31181 -7.91608
H -2.49669 -4.52180 -6.24924
H -2.86556 -3.54513 -4.00506
O -0.91114 1.51199 0.83964
C 0.17217 1.84015 1.37350
N 0.26256 2.32082 2.64766
C 1.62421 2.74379 2.92506
C 2.32873 2.21113 1.61848
O 3.52425 2.26355 1.46513
N 1.37567 1.73856 0.76615
C 2.24658 2.04023 4.11546
C 3.51472 2.42111 4.55246
C 4.12632 1.75558 5.60318
C 3.48501 0.69271 6.22979
C 2.23226 0.29659 5.78537
C 1.61875 0.96455 4.73185
C 1.68149 4.27134 2.97769
C 1.66111 5.00465 1.79184
C 1.60585 6.39004 1.82571
C 1.56530 7.06232 3.04119
C 1.57491 6.33916 4.22591
C 1.62966 4.95047 4.19329
H -0.54383 2.71229 3.10205
H 4.02696 3.23293 4.04976
H 5.11531 2.06089 5.92770
H 3.97080 0.16199 7.04011
H 1.73280 -0.54728 6.24722
H 0.65793 0.62786 4.36402
H 1.68285 4.49213 0.83446
H 1.59220 6.94640 0.89517
H 1.51951 8.14521 3.06534
H 1.53797 6.85504 5.17979
H 1.63768 4.38584 5.11811

12
Properties=species:S:1:pos:R:3 method="wB97M-V/def2-TZVPD" total_energy_ev=-7224.5181 smiles="C[C@H]1C=NC=N1"
C 0.25282 1.02325 -1.07584
C 0.54808 0.27385 0.24323
C -0.56663 0.16388 1.25540
N -1.10751 -1.00017 1.23707
C -0.34105 -1.69782 0.25833
N 0.67377 -1.10074 -0.23292
H -0.05656 2.06060 -0.94612
H 1.16897 0.98200 -1.67202
H -0.51305 0.48067 -1.64077
H 1.46123 0.68268 0.69329
H -0.85972 0.90378 2.00013
H -0.65502 -2.68371 -0.06635

19
Properties=species:S:1:pos:R:3 method="wB97M-V/def2-TZVPD" total_energy_ev=-8357.7697 smiles=CC[C@@H](C)N.C#N
C 0.41914 1.65434 0.39778
C 0.18392 0.78932 -0.82122
C 0.23738 -0.93621 -0.30871
C 1.66342 -1.43462 -0.40817
N -0.30042 -1.16169 0.97475
H -0.41064 1.55733 1.10559
H 0.50825 2.70473 0.12094
H 1.32867 1.36085 0.92303
H 1.04588 0.78498 -1.48632
H -0.56592 1.21837 -1.47707
H -0.41221 -1.40927 -1.04768
H 2.29478 -0.97064 0.34923
H 2.08655 -1.19724 -1.38379
H 1.68491 -2.51590 -0.27334
H -1.25227 -0.76178 1.06185
H 0.28574 -0.76957 1.70432
C -2.82033 0.31160 0.27753
N -2.49917 0.43815 -0.82862
H -3.47769 0.33726 1.11991

14
Properties=species:S:1:pos:R:3 method="wB97M-V/def2-TZVPD" total_energy_ev=-9841.4663 smiles=Cc1c(O)on1C
C -1.03047 0.88182 -1.16734
C 0.14559 0.16125 -0.54820
C 1.43039 0.42511 -0.43102
O 2.49427 0.73241 -1.11894
O 1.50113 -1.02575 0.56265
N 0.10975 -0.96306 0.28495
C -0.72648 -1.07062 1.43837
H -0.84759 1.12549 -2.29967
H -1.90141 0.31891 -1.03543
H -1.36612 1.77116 -0.55762
H 3.25279 0.97463 -0.51941
H -1.29280 -0.17693 1.56337
H -1.52495 -1.82971 1.38520
H -0.24409 -1.32470 2.44309